The molecule C3H4N2O in a non-equilibrium geometry, computed with ωB97M-V/def2-TZVPD.

Energy relative to the best compared isomer or geometry (same formula, charge and spin) (eV): 2.4245
Calculated total energy (a.u.): -301.3981
SMILES: Oc1cnc[nH]1
Charge: 0
Multiplicity: 1

XYZ file:
```
10
Properties=species:S:1:pos:R:3:mulliken_charge:R:1
O -1.5825 -1.0663 -0.3684 -0.61
C -0.6033 -0.0913 -0.1335 0.39
C -0.3473 1.2470 -0.1345 -0.57
N 1.0067 1.3941 0.0642 -0.50
C 1.5225 0.1857 0.1513 -0.16
N 0.5357 -0.7862 0.0384 -0.15
H -2.0358 -1.2952 0.4539 0.35
H -1.0140 2.0861 -0.2584 0.39
H 2.5809 0.0219 0.3089 0.39
H -0.0630 -1.6958 -0.1218 0.47
```

The molecule C3H4N2O, computed with ωB97M-V/def2-TZVPD.

Energy relative to the best compared isomer or geometry (same formula, charge and spin) (eV): 4.5551
Calculated total energy (a.u.): -301.3198
Charge: 0
Multiplicity: 1

XYZ file:
```
10
Properties=species:S:1:pos:R:3:mulliken_charge:R:1
O -1.5856 -1.8286 -0.1917 -0.38
C -1.0116 -0.6188 -0.0691 -0.63
C 0.1480 2.3052 -0.4917 -0.25
N 0.8758 1.4050 -0.0356 -0.09
C 1.2413 0.2084 0.1704 0.00
N 0.3027 -0.8388 0.0850 0.12
H -2.5320 -1.6715 -0.2876 0.43
H -0.3761 2.8769 0.2916 0.19
H 2.2638 -0.0524 0.4115 0.36
H 0.6736 -1.7855 0.1171 0.25
```

The molecule C3H4N2O in a non-equilibrium geometry, computed with ωB97M-V/def2-TZVPD.

Energy relative to the best compared isomer or geometry (same formula, charge and spin) (eV): 2.5641
Calculated total energy (a.u.): -301.3930
SMILES: [H]/N=C/NC=C=O
Charge: 0
Multiplicity: 1

XYZ file:
```
10
Properties=species:S:1:pos:R:3:mulliken_charge:R:1
H -2.4810 1.2860 -0.0269 0.21
N -1.4908 1.0258 -0.1777 -0.65
C -1.2347 -0.2256 -0.3108 -0.01
N 0.0014 -0.6826 -0.1363 -0.25
C 0.9809 0.1581 0.3687 -0.60
C 2.2668 0.2022 0.0758 0.69
O 3.3994 0.0023 -0.1380 -0.38
H -2.0135 -0.9284 -0.4171 0.37
H -0.0478 -1.7561 -0.2596 0.28
H 0.6195 0.9183 1.0219 0.34
```

A structure of composition C3H4N2O in a non-equilibrium geometry, computed with ωB97M-V/def2-TZVPD.

Energy relative to the best compared isomer or geometry (same formula, charge and spin) (eV): 3.0140
Calculated total energy (a.u.): -301.3765
Charge: 0
Multiplicity: 1

XYZ file:
```
10
Properties=species:S:1:pos:R:3:mulliken_charge:R:1
N 0.6086 1.0116 -1.4511 -0.45
C 0.1610 0.4011 -0.2536 0.54
N 0.1617 1.2257 0.7442 -0.29
O -0.4571 0.1445 1.9657 -0.37
C -0.6053 -0.9885 1.3244 -0.06
C -0.2635 -0.9412 0.0051 -0.55
H 1.5916 0.9542 -1.6585 0.23
H 0.1072 1.8191 -1.7783 0.24
H -0.9871 -1.8935 1.8270 0.38
H -0.3171 -1.7330 -0.7249 0.34
```

The molecule C3H4N2O in a non-equilibrium geometry, computed with ωB97M-V/def2-TZVPD.

Energy relative to the best compared isomer or geometry (same formula, charge and spin) (eV): 2.5419
Calculated total energy (a.u.): -301.3938
SMILES: Oc1ccn[nH]1
Charge: 0
Multiplicity: 1

XYZ file:
```
10
Properties=species:S:1:pos:R:3:mulliken_charge:R:1
O 1.1434 -1.6936 -0.0685 -0.58
C 0.4859 -0.5108 -0.1333 0.50
C -0.6467 -0.2065 0.7070 -0.43
C -0.9584 1.0713 0.1995 -0.28
N -0.1423 1.5136 -0.7908 -0.76
N 0.6711 0.5188 -0.9844 0.27
H 0.6022 -2.4391 0.4799 0.37
H -0.9668 -0.5751 1.8147 0.21
H -1.8159 1.7473 0.2277 0.39
H 1.6276 0.5741 -1.4517 0.31
```

The molecule C3H4N2O, computed with ωB97M-V/def2-TZVPD.

Energy relative to the best compared isomer or geometry (same formula, charge and spin) (eV): 0.1821
Calculated total energy (a.u.): -301.4805
SMILES: O=c1[nH]cc[nH]1
Charge: 0
Multiplicity: 1

XYZ file:
```
10
Properties=species:S:1:pos:R:3:mulliken_charge:R:1
O -1.2427 -1.1700 -1.6679 -0.63
C -0.6369 -0.5275 -0.8287 0.23
N -0.0098 0.6918 -0.9327 -0.08
C 0.6701 0.9869 0.3002 -0.40
C 0.4508 -0.0535 1.1400 -0.23
N -0.4058 -0.9337 0.4766 -0.16
H -0.0044 1.1046 -1.8656 0.23
H 1.1582 1.9433 0.4490 0.37
H 0.7676 -0.3165 2.1528 0.39
H -0.3332 -1.9303 0.5577 0.26
```

- The highest calculated total energy belongs to which entry?
  number 2